Molecular formula: C7H12
Method: DFT, ωB97M-V/def2-TZVPD

Frontier orbital gap (spin up / spin down) = 4.814 / 6.046 eV
Lowest unoccupied orbital energy (spin up / spin down) = 0.1640 / 0.1563 hartree

Geometry as ORCA input:
```
! wB97M-V def2-TZVPD RIJCOSX def2/J DEFGRID3
* xyz -1 2
C 2.74353 -0.24122 -0.15761
C 1.56645 0.71752 -0.16920
C 0.22757 0.08281 0.01364
C -0.71636 0.15275 -1.04150
C -1.85271 -0.83058 -1.31981
C -1.51830 -0.35709 1.82975
C -0.72220 0.50086 1.07174
H 2.79234 -0.71210 0.82815
H 3.69657 0.29467 -0.27676
H 2.66400 -1.01332 -0.92410
H 1.57818 1.41638 -1.02136
H 1.64486 1.35626 0.73033
H -0.58325 0.99688 -1.73634
H -1.65066 -1.62202 -0.59575
H -1.72802 -1.30485 -2.29376
H -2.83705 -0.45052 -1.03540
H -2.18216 0.11845 2.54902
H -1.35157 -1.42251 1.87741
H -0.49606 1.48378 1.49639
*
```



Molecular formula: C7H12
Method: DFT, ωB97M-V/def2-TZVPD

Frontier orbital gap = 9.497 eV
Lowest unoccupied orbital energy = 0.0383 hartree

Geometry as ORCA input:
```
! wB97M-V def2-TZVPD RIJCOSX def2/J DEFGRID3
* xyz 0 1
C 0.41456 -0.35673 -2.35523
C 0.04081 -0.02371 -1.11889
C 0.89918 -0.05545 0.06582
C 0.58733 -0.53042 1.28323
C 1.65091 -0.59705 2.34142
C -1.46226 0.29192 -0.92062
C -1.95867 1.08454 0.29490
H -0.33453 -0.47992 -3.13045
H 1.44470 -0.19889 -2.65651
H 1.91381 0.26656 -0.17922
H -0.46290 -0.63735 1.51371
H 2.47802 0.06529 2.14081
H 2.03692 -1.61688 2.46896
H 1.20330 -0.29561 3.29385
H -1.86380 0.67506 -1.85783
H -2.00467 -0.66500 -0.79555
H -2.78112 1.77233 0.11513
H -2.14470 0.57021 1.24433
H -1.15909 1.77163 0.61354
*
```



Molecular formula: C7H12
Method: DFT, ωB97M-V/def2-TZVPD

Frontier orbital gap = 8.103 eV
Lowest unoccupied orbital energy = 0.0239 hartree

Geometry as ORCA input:
```
! wB97M-V def2-TZVPD RIJCOSX def2/J DEFGRID3
* xyz 0 1
C 1.20166 1.63614 1.82089
C 0.55501 1.05499 0.57824
C 0.71936 -0.44035 0.30354
C -0.58053 -0.62989 -0.45724
C -0.57648 -0.78761 -1.95653
C -1.10754 -1.88672 -1.07366
C -1.51107 0.27649 0.26450
H 2.29805 1.55853 1.74737
H 0.89709 1.08590 2.71876
H 0.95151 2.69451 1.95255
H 0.73412 1.66293 -0.31304
H 1.63049 -0.71006 -0.24818
H 0.71117 -0.99434 1.25302
H 0.38008 -0.95809 -2.44543
H -1.29195 -0.20492 -2.53612
H -0.51753 -2.78846 -0.94058
H -2.18447 -2.04539 -1.04939
H -0.77765 0.98297 1.00736
H -2.11258 0.90508 -0.41510
*
```



Molecular formula: C7H12
Method: DFT, ωB97M-V/def2-TZVPD

Frontier orbital gap = 9.485 eV
Lowest unoccupied orbital energy = 0.0426 hartree

Geometry as ORCA input:
```
! wB97M-V def2-TZVPD RIJCOSX def2/J DEFGRID3
* xyz 0 1
C 0.32261 0.66714 1.56185
C 1.13882 0.21817 0.62300
C 1.84068 -0.94246 0.05237
C 2.45843 0.45784 0.05132
H -0.65305 0.23439 1.76781
H 0.63330 1.51077 2.16221
H 1.64446 -1.42814 -0.90169
H 2.17059 -1.62103 0.83467
H 2.49824 0.92534 -0.93565
H 3.26192 0.74560 0.71510
C -0.54964 0.25814 -1.28925
C -1.39578 -0.59555 -0.72454
C -2.69877 -0.11763 -0.14988
H 0.34457 -0.05169 -1.81629
H -0.72559 1.33068 -1.23572
H -1.15449 -1.65771 -0.65379
H -3.38277 0.10403 -0.97693
H -2.56706 0.81309 0.41713
H -3.18644 -0.85097 0.49827
*
```



Molecular formula: C7H12
Method: DFT, ωB97M-V/def2-TZVPD

Frontier orbital gap = 8.502 eV
Lowest unoccupied orbital energy = 0.0097 hartree

Geometry as ORCA input:
```
! wB97M-V def2-TZVPD RIJCOSX def2/J DEFGRID3
* xyz 0 1
C 1.70519 -1.61580 0.24760
C 0.27975 -1.19018 -0.08417
C -0.28781 -0.12797 0.88039
C -1.16143 0.80061 0.00265
C -1.11021 2.27431 0.43089
C -0.79934 0.62531 -1.45655
C 0.14130 -0.52252 -1.47616
H 2.38056 -0.75246 0.18601
H 1.77816 -2.02717 1.26038
H 2.06501 -2.37857 -0.45192
H -0.36917 -2.07719 -0.06117
H -0.83500 -0.56791 1.72546
H 0.53301 0.46048 1.31570
H -2.22144 0.47783 0.04370
H -0.08254 2.64375 0.33713
H -1.41189 2.40083 1.47783
H -1.75083 2.89368 -0.20168
H 1.09173 -0.17004 -1.92793
H 0.03449 -1.20130 -2.34762
*
```



Molecular formula: C7H12
Method: DFT, ωB97M-V/def2-TZVPD

Frontier orbital gap = 10.230 eV
Lowest unoccupied orbital energy = 0.0373 hartree

Geometry as ORCA input:
```
! wB97M-V def2-TZVPD RIJCOSX def2/J DEFGRID3
* xyz 0 1
C 4.02347 -0.20733 0.88115
C 2.76081 -0.39697 0.21698
C 1.59884 -0.56674 -0.01047
C 0.30247 -0.67943 -0.62580
C -0.76489 0.14376 0.07518
C -2.07806 0.03381 -0.67597
C -3.19207 0.82260 -0.01124
H 3.64697 -0.09829 1.90182
H 4.56215 0.67268 0.51464
H 4.66545 -1.08524 0.77685
H 0.01744 -1.73541 -0.67876
H 0.45559 -0.31968 -1.64900
H -0.87559 -0.20490 1.11072
H -0.43545 1.19031 0.13535
H -2.34991 -1.02832 -0.74708
H -1.92253 0.38073 -1.70708
H -3.35285 0.46773 1.01321
H -2.93056 1.88579 0.04158
H -4.13127 0.72492 -0.56208
*
```



Molecular formula: C7H12
Method: DFT, ωB97M-V/def2-TZVPD

Frontier orbital gap = 9.002 eV
Lowest unoccupied orbital energy = 0.0420 hartree

Geometry as ORCA input:
```
! wB97M-V def2-TZVPD RIJCOSX def2/J DEFGRID3
* xyz 0 1
C -0.34673 0.62546 3.15455
C -0.10886 1.41473 1.82777
C -0.86018 1.15381 0.73131
C -0.19156 1.04478 -0.55313
C -0.61307 0.02056 -1.34832
C 0.30438 -0.47270 -2.36455
C 0.88598 -1.77069 -1.72223
H 0.63506 0.50651 3.62702
H -1.01465 1.19608 3.85148
H -0.65074 -0.37801 2.73622
H 0.95517 1.92612 1.84578
H -1.79637 0.67600 0.79293
H 0.73134 1.57767 -0.67419
H -1.67606 -0.35362 -1.20607
H 1.18160 0.13615 -2.74533
H -0.29586 -0.77922 -3.27725
H 1.45919 -2.51940 -2.34047
H 0.02769 -2.42745 -1.55712
H 1.37366 -1.57677 -0.77840
*
```



Molecular formula: C7H12
Method: DFT, ωB97M-V/def2-TZVPD

Frontier orbital gap = 10.803 eV
Lowest unoccupied orbital energy = 0.0420 hartree

Geometry as ORCA input:
```
! wB97M-V def2-TZVPD RIJCOSX def2/J DEFGRID3
* xyz 0 1
C 0.98718 1.53493 1.01111
C 1.30447 0.63393 -0.15925
C 0.89889 -0.82121 -0.25536
C -0.21659 -1.38592 0.64120
C -1.59063 -0.86515 0.09510
C -1.21445 0.27510 -0.91147
C 0.29433 0.18535 -1.19390
H 1.72863 1.41309 1.81044
H 1.00308 2.58921 0.70834
H 0.00205 1.32619 1.43963
H 2.29581 0.84524 -0.57400
H 1.67251 -1.50467 -0.60674
H -0.19112 -2.47550 0.55694
H -0.00928 -1.15387 1.69520
H -2.07966 -1.66531 -0.44615
H -2.29047 -0.56388 0.86458
H -1.48211 1.29142 -0.59050
H -1.73942 0.10141 -1.85416
H 0.62679 0.23965 -2.23101
*
```



Molecular formula: C7H12
Method: DFT, ωB97M-V/def2-TZVPD

Frontier orbital gap (spin up / spin down) = 8.330 / 8.253 eV
Lowest unoccupied orbital energy (spin up / spin down) = 0.0327 / 0.0337 hartree

Geometry as ORCA input:
```
! wB97M-V def2-TZVPD RIJCOSX def2/J DEFGRID3
* xyz 0 1
C -2.54620 0.62858 1.25572
C 1.30976 -0.71701 0.37709
C -1.98841 -0.03716 0.27999
C 0.57103 0.25664 -0.02877
C 2.80586 -0.85695 0.31432
C -2.12365 -0.96027 -0.85807
C 0.72868 1.66259 -0.47442
H -3.56799 0.52237 1.29573
H -1.92694 1.31474 1.98070
H 0.73817 -1.66212 0.79548
H 3.03147 -1.62031 1.05196
H 3.25456 0.04654 0.52309
H 3.18870 -1.08185 -0.82469
H -2.14343 -0.47513 -1.73416
H -1.40228 -1.64276 -0.73781
H -3.16479 -1.36532 -0.68701
H 0.43338 2.48501 0.19590
H 1.79305 1.63342 -0.90677
H 0.18198 1.74593 -1.33392
*
```



Molecular formula: C7H12
Method: DFT, ωB97M-V/def2-TZVPD

Frontier orbital gap = 8.569 eV
Lowest unoccupied orbital energy = 0.0109 hartree

Geometry as ORCA input:
```
! wB97M-V def2-TZVPD RIJCOSX def2/J DEFGRID3
* xyz 0 1
C 2.32570 0.41185 -0.74010
C 1.00760 -0.36484 -0.74929
C 0.26953 -0.24942 0.57804
C -0.33041 1.10295 1.02736
C -1.55329 0.39691 1.62751
C -2.15454 -0.54541 -0.36833
C -1.16083 -0.80331 0.79680
H 2.84423 0.33225 -1.70140
H 3.00419 0.03622 0.03535
H 2.15607 1.47719 -0.54174
H 0.37571 0.01129 -1.56545
H 1.20508 -1.42345 -0.97052
H 0.92537 -0.62662 1.37485
H -0.59874 1.76148 0.18930
H 0.19985 1.72430 1.75464
H -2.45949 0.51292 -0.42422
H -3.06040 -1.13093 -0.20018
H -1.70647 -0.80999 -1.33141
H -1.28915 -1.81339 1.20877
*
```



E_tot values, unit eV, following the record order: -7449.57728; -7451.77047; -7448.52783; -7449.92528; -7450.25100; -7451.87723; -7450.86679; -7452.83097; -7446.87267; -7449.30831.
ΔE to the lowest compared entry with this formula, charge and spin values, unit kcal per mole, following the record order: 43.9; 38.3; 113.1; 80.9; 73.3; 35.8; 59.1; 13.8; 151.2; 95.1.